The following is a DFT calculation (ωB97M-V/def2-TZVPD) of C25H33N3O6S in the gas phase at a distorted geometry.

Positions of all 68 atoms, in Å:
C 2.734 -2.784 0.467
H 2.261 -3.768 0.543
O 2.161 -1.874 1.379
C 0.797 -1.712 1.364
C -0.001 -2.166 0.326
C -1.386 -2.046 0.336
C -1.996 -1.465 1.439
C -1.205 -0.983 2.470
C 0.180 -1.068 2.453
O 0.786 -0.498 3.538
C 2.185 -0.344 3.590
H 2.566 0.176 2.707
H 2.372 0.259 4.479
H 2.697 -1.303 3.690
H -1.660 -0.523 3.335
C -3.502 -1.372 1.522
N -4.135 -1.350 0.212
C -4.160 -0.052 -0.433
C -2.801 0.577 -0.765
O -2.260 0.438 -1.840
N -2.269 1.306 0.261
C -1.000 1.891 0.287
C -0.359 2.304 -0.874
C 0.916 2.836 -0.820
C 1.591 2.998 0.383
C 0.909 2.628 1.544
C -0.357 2.085 1.508
H -0.847 1.803 2.428
H 1.395 2.767 2.499
C 2.984 3.533 0.492
H 3.083 4.138 1.391
H 3.696 2.709 0.566
H 3.236 4.130 -0.377
S 1.564 3.248 -2.457
O 2.662 4.167 -2.356
O 0.451 3.613 -3.279
N 2.189 1.849 -3.095
C 1.300 0.835 -3.613
H 0.357 1.318 -3.863
C 1.087 -0.299 -2.605
O 2.323 -0.808 -2.137
C 3.094 0.204 -1.525
C 3.403 1.325 -2.521
H 3.926 2.154 -2.047
H 4.022 0.923 -3.332
H 4.014 -0.277 -1.187
H 2.550 0.605 -0.656
H 0.576 -1.136 -3.081
H 0.485 0.051 -1.754
H 1.751 0.428 -4.526
H -0.848 2.232 -1.830
H -2.729 1.249 1.159
H -4.728 0.631 0.208
H -4.698 -0.170 -1.377
C -3.690 -2.450 -0.621
C -2.174 -2.501 -0.861
H -1.884 -3.519 -1.133
H -1.913 -1.854 -1.702
H -4.016 -3.369 -0.127
H -4.214 -2.385 -1.577
C -4.049 -2.534 2.365
H -3.644 -3.485 2.032
H -5.133 -2.561 2.292
H -3.764 -2.392 3.404
H -3.792 -0.447 2.037
H 0.459 -2.628 -0.533
H 3.780 -2.862 0.760
H 2.670 -2.424 -0.563

HOMO-LUMO gap = 8.57 eV
LUMO = 0.6 eV
max |F| = 0.0200 hartree/bohr
electronic energy = -54050.3855 eV
energy above the lowest of the compared OMol25 structures with the same formula, charge and spin = 42.8 kcal/mol
highest occupied orbital energy = -7.996 eV

Atom charges from the Mulliken analysis, given in e for atoms 1 to 8:
1. C -0.94
2. H 0.36
3. O -0.44
4. C 1.24
5. C 0.03
6. C -0.08
7. C 0.56
8. C -0.57